{
  "formula": "C13H24MnN4O6PSe",
  "method": "ωB97M-V with the def2-TZVPD basis set",
  "spin_multiplicity": 2,
  "lumo_energy_ev": [2.16, 2.16],
  "s_squared": 0.7882,
  "energy_ev": -138069.463,
  "orbital_gap_ev": [7.3934, 6.7872],
  "relative_energy_kcal_mol": 0.0,
  "charge": -1,
  "homo_energy_ev": [-5.2, -4.6],
  "species": ["Mn", "C", "C", "P", "C", "C", "C", "C", "H", "H", "H", "H", "H", "H", "H", "H", "H", "H", "H", "H", "H", "H", "H", "O", "Se", "O", "O", "O", "O", "N", "C", "C", "N", "C", "N", "C", "N", "C", "C", "C", "O", "H", "H", "H", "H", "H", "H", "H", "H", "H"],
  "coordinates": [[-1.016968, 0.014260, 1.389030], [1.560538, -2.723274, 2.347485], [2.275718, -1.573436, 1.638170], [1.100059, -0.567096, 0.655591], [0.843224, -1.646475, -0.822962], [2.037549, -1.898408, -1.737107], [2.051257, 0.860317, -0.021782], [3.572311, 0.763199, 0.037297], [2.272791, -3.305739, 2.935847], [1.087243, -3.404436, 1.635334], [0.785527, -2.334669, 3.006140], [3.060314, -1.958805, 0.980400], [2.731413, -0.902485, 2.363883], [0.016630, -1.201138, -1.381930], [0.448100, -2.588280, -0.432135], [2.411485, -0.969518, -2.173357], [1.767813, -2.562810, -2.561636], [2.866569, -2.365380, -1.202529], [1.722477, 1.713635, 0.572013], [1.707734, 1.007398, -1.052892], [3.899861, 0.734452, 1.076067], [4.035991, 1.633914, -0.432682], [3.951910, -0.128268, -0.465287], [-0.015902, 2.122632, 4.752627], [0.227644, 1.300233, 3.398293], [-0.694766, 1.858187, 2.091721], [-0.447582, -0.239095, 3.379619], [1.785342, 1.247186, 2.940361], [-2.006935, -1.659833, 0.887641], [-2.959421, -0.898463, 1.284880], [-4.078645, -1.459861, 1.669616], [-4.278479, -2.874216, 1.597835], [-4.455869, -4.008607, 1.531167], [-5.151782, -0.619165, 2.091611], [-6.044165, 0.033139, 2.409839], [-1.584635, 0.258349, -3.146543], [-1.186890, 1.531498, -2.569879], [-0.894111, 2.616577, -3.487111], [-1.196706, 1.702398, -1.225603], [-0.864906, 3.064696, -0.687917], [-1.501915, 0.761710, -0.492119], [-0.723683, -0.265526, -3.570075], [-2.317241, 0.426325, -3.937894], [-2.028128, -0.360697, -2.372299], [-0.685005, 2.190956, -4.466617], [-0.015216, 3.176810, -3.173176], [-1.734177, 3.309855, -3.586938], [0.143023, 3.361986, -0.982742], [-0.917037, 3.022279, 0.398284], [-1.562374, 3.803696, -1.087525]],
  "forces_ev_per_a": [[0.235, 0.390, -0.362], [-0.019, -0.013, -0.069], [-0.052, -0.012, -0.023], [-0.102, 0.043, -0.012], [0.000, 0.001, 0.014], [0.023, -0.004, -0.012], [0.033, -0.006, -0.002], [0.014, -0.021, -0.002], [-0.027, 0.009, 0.017], [0.008, 0.004, 0.021], [-0.003, 0.030, 0.041], [0.027, 0.064, 0.026], [-0.041, 0.049, 0.041], [0.039, 0.011, 0.020], [-0.008, 0.003, -0.018], [-0.008, -0.001, 0.008], [-0.009, -0.005, 0.002], [-0.004, -0.004, 0.000], [-0.004, -0.006, -0.022], [-0.017, -0.012, -0.016], [-0.006, 0.006, 0.004], [-0.014, 0.005, 0.005], [0.007, 0.006, -0.008], [-0.114, 0.027, 0.076], [-0.243, -0.256, -0.116], [0.247, 0.124, 0.009], [0.094, -0.097, 0.077], [0.129, -0.038, 0.023], [0.052, 0.108, 0.010], [-0.183, -0.338, 0.636], [0.024, 0.111, -0.267], [-0.003, -0.066, -0.025], [-0.006, 0.003, 0.010], [-0.046, 0.060, 0.008], [0.003, -0.018, 0.014], [-0.029, 0.000, -0.010], [-0.006, 0.007, 0.012], [0.022, -0.013, 0.004], [-0.093, 0.089, 0.031], [0.053, -0.023, 0.014], [0.044, -0.248, -0.150], [-0.002, 0.015, -0.012], [-0.012, -0.004, 0.005], [0.007, 0.004, -0.003], [0.007, -0.003, -0.001], [-0.018, 0.005, 0.005], [-0.002, -0.003, -0.006], [0.009, -0.005, 0.007], [0.000, 0.015, -0.017], [-0.002, 0.004, 0.014]]
}